# 1
Entry from the Open Molecules 2025 dataset: a cluster of 2 separate species, C3H5IO2 in total (ωB97M-V/def2-TZVPD).

Kohn-Sham gap = 8.96 eV
SMILES = O/C=C/I.C=O
Highest occupied orbital energy = -8.39 eV
2S+1 = 1

Cartesian coordinates (Å):
1 O 0.367 0.952 -2.522
2 C -0.109 -0.322 -2.479
3 C -0.092 -1.008 -1.348
4 I -0.858 -2.950 -1.215
5 H 0.421 1.254 -3.435
6 H -0.496 -0.737 -3.401
7 H 0.270 -0.592 -0.426
8 C -0.276 -0.191 3.048
9 O -0.916 -0.532 2.102
10 H 0.765 -0.516 3.215
11 H -0.673 0.487 3.823

=====

# 2
Entry from the Open Molecules 2025 dataset: a cluster of 2 separate species, C3H5IO3 in total in a non-equilibrium geometry (ωB97M-V/def2-TZVPD).

Kohn-Sham gap = 8.81 eV
Highest occupied orbital energy = -8.31 eV
2S+1 = 1

Cartesian coordinates (Å):
1 C -0.442 -0.417 -1.630
2 C 0.797 -0.091 0.867
3 C -0.640 -0.110 0.392
4 O -1.339 -0.405 -2.357
5 O 1.421 0.987 0.136
6 O -1.247 1.102 0.494
7 I -1.687 -1.895 0.985
8 H 0.630 -0.679 -1.682
9 H 0.819 0.000 1.995
10 H 1.261 -1.010 0.582
11 H 2.340 1.226 0.372
12 H -1.912 1.291 -0.155

=====

# 3
Entry from the Open Molecules 2025 dataset: a cluster of 2 separate species, C3H5IS in total in a non-equilibrium geometry (ωB97M-V/def2-TZVPD).

Kohn-Sham gap = 8.34 eV
Highest occupied orbital energy = -8.85 eV
2S+1 = 1

Cartesian coordinates (Å):
1 C -1.508 0.689 0.621
2 C -0.156 0.744 0.411
3 C 0.663 -0.172 -0.327
4 S 0.416 -1.991 0.046
5 I 2.735 0.504 -0.265
6 H -2.025 1.478 1.147
7 H -2.289 -0.032 0.273
8 H 0.456 1.408 0.923
9 H 0.292 -0.030 -2.044
10 H 1.415 -2.598 -0.784

=====

# 4
Entry from the Open Molecules 2025 dataset: a structure of composition C3H5MgO3 in a non-equilibrium geometry (ωB97M-V/def2-TZVPD).

Kohn-Sham gap = 6.18 eV
Total charge = +1
Highest occupied orbital energy = -12.75 eV
2S+1 = 1

Cartesian coordinates (Å):
1 H 0.631 -1.054 -1.437
2 C 0.951 -0.884 -0.280
3 C -0.482 -1.210 -0.033
4 O -1.057 0.178 -0.349
5 C -0.652 1.324 0.077
6 O -1.600 1.879 0.797
7 H 1.508 -1.768 0.091
8 H -0.689 -1.289 1.042
9 H -1.285 2.739 1.099
10 H -0.809 -2.131 -0.530
11 Mg 1.746 2.007 -0.351
12 O 1.739 0.209 -0.126

=====

# 5
Entry from the Open Molecules 2025 dataset: the molecule C3H5N in a non-equilibrium geometry (ωB97M-V/def2-TZVPD).

Kohn-Sham gap = 9.77 eV
SMILES = [H]/N=C\C=C
Highest occupied orbital energy = -9.64 eV
2S+1 = 1

Cartesian coordinates (Å):
1 H 0.326 1.148 -1.484
2 N 1.151 0.592 -1.259
3 C 1.460 0.140 -0.103
4 C 0.691 0.133 1.133
5 C -0.450 0.860 1.432
6 H 2.366 -0.311 -0.002
7 H 1.168 -0.188 1.962
8 H -0.863 0.985 2.424
9 H -1.087 1.404 0.660

=====

# 6
Entry from the Open Molecules 2025 dataset: the ion C3H5N2 with charge +1 in a non-equilibrium geometry (ωB97M-V/def2-TZVPD).

Kohn-Sham gap = 9.94 eV
SMILES = C1[C@@]23N[C@@]12[NH2+]3
Total charge = +1
Highest occupied orbital energy = -15.97 eV
2S+1 = 1

Cartesian coordinates (Å):
1 C 0.944 -0.637 -0.053
2 C -0.260 -0.057 0.935
3 N -1.292 -0.628 0.036
4 C -0.208 -0.064 -0.798
5 N -0.292 1.154 0.095
6 H 1.894 -0.082 -0.173
7 H 1.148 -1.781 -0.186
8 H -1.252 -1.639 -0.107
9 H -1.165 1.753 0.250
10 H 0.483 1.982 0.000

=====

# 7
Entry from the Open Molecules 2025 dataset: a structure of composition C3H5N2 in a non-equilibrium geometry (ωB97M-V/def2-TZVPD).

Kohn-Sham gap (spin up / spin down) = 7.70 / 7.85 eV
Total charge = +1
Highest occupied orbital energy (spin up / spin down) = -15.59 / -15.94 eV
2S+1 = 1

Cartesian coordinates (Å):
1 C 0.093 -0.488 -0.087
2 C -0.108 -1.776 -0.529
3 C 0.438 1.420 0.411
4 N 1.141 0.406 -0.204
5 N -0.691 0.432 0.636
6 H -1.072 -2.090 -0.523
7 H 0.681 -2.447 -1.046
8 H 0.928 2.060 1.305
9 H 0.262 2.029 -0.466
10 H -1.672 0.454 0.504

=====

# 8
Entry from the Open Molecules 2025 dataset: the ion C3H5N2 with charge +1 in a non-equilibrium geometry (ωB97M-V/def2-TZVPD).

Kohn-Sham gap = 7.54 eV
Total charge = +1
Highest occupied orbital energy = -12.64 eV
2S+1 = 1

Cartesian coordinates (Å):
1 C 1.034 -1.207 1.510
2 C -0.945 -0.466 -0.699
3 C 0.423 0.064 -0.580
4 N 0.974 -0.578 0.535
5 N -0.736 0.918 -0.163
6 H 1.101 -1.734 2.429
7 H -1.512 -0.466 -1.785
8 H 1.221 0.512 -1.267
9 H -0.869 1.843 -0.806
10 H -0.691 1.115 0.827

=====

In the order shown, the computed energy values come out to -15385.703, -17432.458, -22123.794, -14768.505, -4680.113, -6159.160, -6159.954, -6159.114 eV.